Record 1
Entry from the Open Molecules 2025 dataset: 8 unconnected molecules or ions with the total composition C36H77B2FN2O14 (ωB97M-V with the def2-TZVPD basis set).

Values from the calculation:
orbital gap: 8.88 eV
strongest force on any atom: 1.31 eV/Å

Element x y z (Å)
F: -3.34604 -2.20205 -0.12697
O: 4.18816 0.50617 -1.44749
O: -0.38038 -7.88860 -1.14953
O: -6.01005 3.11719 -2.21824
O: -1.67544 -3.95561 1.38593
O: -0.56514 -7.34122 4.07037
O: 2.84818 6.78853 -0.42566
O: 3.34612 -4.79540 1.28615
O: -9.59223 1.23699 -5.55289
O: 1.80037 4.16945 3.10763
O: 3.60328 9.51160 -3.11084
O: 4.02659 -2.06529 -0.03208
O: 1.14757 -5.26848 0.50441
O: 1.96521 0.18474 -3.35951
O: -1.37073 1.40335 -2.35808
N: -1.02225 -0.32255 -4.06051
N: 3.32040 -0.56874 -1.64261
C: -1.12348 -1.31141 -0.47616
C: 4.69358 2.05796 0.32175
C: -7.34292 2.65994 -1.98746
C: 1.86019 5.10842 5.33842
C: -7.81049 1.72052 -3.08316
C: 7.13505 0.25366 0.19788
C: 0.67334 -8.84429 -1.19252
C: 3.87746 10.41178 -0.86805
C: -2.61922 -1.13752 -0.61834
C: 4.18517 3.35304 0.94920
C: -11.41921 -0.17485 -6.33509
C: -10.91555 0.78462 -5.27301
C: -3.13567 0.17596 -0.02422
C: 1.51904 -8.35273 4.82194
C: 1.62170 -2.97991 1.69342
C: 0.63186 -9.78191 -0.00180
C: 2.09099 -0.30288 -2.28407
C: -0.32339 -0.70114 -1.46227
C: -2.83151 -4.37942 2.06533
C: 4.47517 9.57360 -1.98197
C: 1.50190 6.45370 -0.09272
C: 0.02873 -8.52697 4.59299
C: -1.32217 -2.62550 1.69191
C: 1.04806 -0.84235 -1.37441
C: 2.12289 5.33909 3.86145
C: 3.14399 -1.48851 -0.57851
C: 6.51484 0.65969 1.54365
C: 3.62183 1.51419 -0.60040
C: 1.66754 -1.55589 -0.36164
C: 5.03955 1.05014 1.43702
C: 0.99533 5.34502 -0.99580
C: -0.50529 -2.02140 0.57464
C: -4.15155 0.90387 -0.93116
C: 6.64674 -0.52637 2.52925
C: 0.90830 -2.17118 0.63080
C: -2.69506 -4.37861 3.58736
B: -0.92061 0.15621 -2.67387
B: 2.04567 -4.40450 1.13955
H: 3.18456 2.31030 -1.20405
H: 1.48773 6.13292 0.94805
H: 1.06865 -3.02346 2.62410
H: 3.70704 11.43703 -1.20638
H: 0.55100 -9.40027 -2.12083
H: -0.03090 5.07007 -0.74612
H: 3.17436 5.55953 3.68623
H: 3.98653 4.09216 0.17729
H: -3.62844 -0.01039 0.92573
H: -3.09419 -5.37649 1.72631
H: -0.48010 -8.74091 5.53144
H: -2.23531 -2.03962 1.80940
H: 3.46638 10.40901 -3.42756
H: 5.44408 9.97795 -2.29263
H: 7.49657 1.13526 -0.32705
H: 2.91416 10.00233 -0.56316
H: 1.52876 6.18055 3.48921
H: -11.44298 0.31068 -7.31343
H: 1.43361 -10.52060 -0.05180
H: -7.14328 0.85986 -3.15284
H: -1.70808 -1.06885 -4.12222
H: -3.53628 -4.91194 4.01515
H: 5.75249 -0.63397 3.13878
H: -10.87567 0.29257 -4.30223
H: -3.68745 -3.74553 1.81559
H: 1.70259 -7.52536 5.50782
H: -4.33148 0.37490 -1.86622
H: 6.84890 -1.45279 2.00325
H: -2.12055 1.64537 -2.91602
H: 2.85296 7.07786 -1.34449
H: 5.56381 2.26057 -0.29826
H: -0.11758 -0.66623 -4.36280
H: 2.03023 -8.11860 3.88471
H: -0.13749 -7.13736 3.23146
H: -7.80202 2.21642 -4.05201
H: 2.55201 -2.46486 1.91802
H: 0.80820 4.86840 5.51025
H: -2.30689 0.85822 0.11460
H: 0.99978 -4.94505 -0.39245
H: 1.96137 -9.25906 5.23849
H: 7.48314 -0.38099 3.20989
H: 1.02618 5.65517 -2.04284
H: 4.53649 10.43926 0.00052
H: -11.58369 1.64861 -5.19172
H: 4.92319 3.69340 1.66975
H: -9.61135 1.68556 -6.40384
H: 4.45913 0.13274 1.33869
H: 2.81597 1.12161 0.02410
H: -12.42454 -0.52753 -6.10110
H: 0.86810 3.98112 3.25251
H: 7.93290 -0.46887 0.32144
H: -10.75494 -1.03566 -6.41361
H: -5.11906 1.00678 -0.45136
H: -3.83049 1.90774 -1.17962
H: 7.07926 1.47882 1.98669
H: -7.33462 2.15452 -1.02234
H: -0.15768 -9.35896 3.90668
H: 0.87613 7.34851 -0.18641
H: -8.01123 3.52456 -1.91467
H: -6.00309 3.57999 -3.06146
H: 3.29056 3.16087 1.53434
H: 0.73848 -9.22111 0.92852
H: 3.68989 -5.19458 0.48109
H: 1.63027 4.46350 -0.90122
H: 2.45027 4.26598 5.69968
H: -0.27968 -7.37218 -0.34187
H: 1.63588 -8.32185 -1.22953
H: -0.32502 -10.30369 0.03748
H: 6.35578 -0.18763 -0.41679
H: 4.77049 1.49734 2.39235
H: -2.69541 -3.34748 3.93420
H: -8.82231 1.36489 -2.89171
H: -2.84133 -1.10579 -1.68688
H: 4.62769 8.54945 -1.64607
H: -1.75497 -4.81738 3.90995
H: -0.80658 -2.56327 2.64520
H: 2.11267 5.99183 5.92666

Cartesian forces (eV/Å) of the 2 atoms listed first:
F -0.1 -0.3 0.1
O 0.3 -0.7 -0.4

Mulliken population analysis, charges in e, atoms 1 to 4: atom 1 (F): -0.3539, atom 2 (O): -0.3567, atom 3 (O): -0.5136, atom 4 (O): -0.4622

Record 2
Entry from the Open Molecules 2025 dataset: 8 unconnected molecules or ions with the total composition C36H78N2O6 (ωB97M-V with the def2-TZVPD basis set).

Values from the calculation:
orbital gap: 8.82 eV
strongest force on any atom: 0.81 eV/Å
relative energy (zero: lowest compared OMol25 entry of this formula, charge and spin): 0.000 eV

Element x y z (Å)
O: -3.16774 4.61465 -4.97130
O: 0.35645 4.04158 4.47833
O: 1.04679 2.89546 -3.85933
O: 2.62512 1.49272 -0.54121
O: 0.62459 -4.24290 -3.28114
O: -1.35130 -0.51878 -1.44168
N: -3.42364 -4.24792 0.76918
N: 1.84034 -1.01489 3.28175
C: -1.52979 3.27767 3.31582
C: -2.32730 -3.87429 1.64072
C: 0.85049 -2.83159 -3.29662
C: -2.14165 -3.68150 -1.32098
C: 3.23320 -1.42881 3.16601
C: -2.96654 -4.70109 -0.54037
C: -1.95042 1.09917 0.17507
C: 4.84726 1.20006 0.23171
C: -2.07325 3.77443 -4.58799
C: 2.32190 1.41854 3.02596
C: 1.92756 -3.65052 -1.37978
C: 3.60536 0.49429 -0.32448
C: 3.26374 2.74677 -0.73659
C: 1.75763 0.66934 -4.34121
C: -1.88176 3.30813 4.79649
C: 1.15331 -4.79035 -2.07801
C: 1.51772 2.91139 -5.20228
C: 3.43553 -2.62048 2.24238
C: -1.26499 -4.94559 1.80985
C: -5.19500 -3.01754 1.98009
C: 1.06833 -1.96626 4.08135
C: 4.51969 2.70445 0.14034
C: -0.24131 -0.32173 -0.56820
C: -4.43738 -3.21104 0.68104
C: 0.87825 1.55538 -3.43486
C: -0.43773 -1.78753 3.90547
C: -0.43845 1.07453 0.02297
C: -3.96937 4.91046 -3.83232
C: -0.36238 4.23462 3.26564
C: 1.74096 0.31398 3.88352
C: 2.32175 1.62588 -5.40215
C: 2.13416 -2.64794 -2.50785
C: -2.36370 0.44421 -1.14324
C: -3.45854 4.01799 -2.70725
C: -0.49444 3.39967 5.43944
C: -1.98301 3.92048 -3.06926
H: -2.40449 1.18028 -1.95480
H: -5.13439 -3.52009 -0.10135
H: -3.93076 3.03355 -2.77515
H: -2.28345 2.74326 -4.89118
H: 1.23198 1.47192 -2.40917
H: 2.84806 -3.98009 -0.89983
H: -0.51761 4.00128 6.34804
H: -4.58247 -2.60492 2.78254
H: -3.87364 5.97853 -3.60610
H: -2.66985 -2.73314 -1.45406
H: 2.16653 1.24108 -6.41103
H: 4.49675 -2.85073 2.14461
H: -0.56907 -4.65107 2.59791
H: 3.79970 -0.59019 2.75627
H: 0.33591 -5.13425 -1.43763
H: -1.70424 -5.91072 2.05855
H: 0.30914 4.16479 2.40835
H: 2.08878 3.83114 -5.32503
H: 0.70341 -0.37074 -1.11040
H: -0.07458 2.41213 5.64356
H: -0.18004 1.26715 -3.45573
H: 1.87027 2.37148 3.31517
H: 0.67387 0.52412 4.00287
H: -2.34909 -5.58619 -0.36537
H: 3.49655 2.88701 -1.80111
H: 1.19461 -0.14224 -4.80198
H: -5.02100 4.72750 -4.06834
H: -0.74074 5.26995 3.23290
H: -2.38143 2.09022 0.30905
H: -1.19730 -3.42449 -0.84043
H: -1.87196 -2.90452 1.36155
H: 1.79587 -5.63758 -2.32549
H: 5.12466 0.89245 1.23927
H: 3.20205 -0.28227 0.32749
H: -2.22774 0.45193 1.01206
H: 2.06437 1.27439 1.97433
H: 1.37543 -1.91764 5.13997
H: 3.67894 -1.62962 4.15769
H: 2.54396 0.19784 -3.75007
H: -1.42115 3.10733 -2.61386
H: -4.01333 -2.23915 0.36165
H: -0.66141 -5.07058 0.90680
H: -1.25764 2.25684 3.02442
H: 2.95664 -3.51933 2.63527
H: 0.66594 2.95324 -5.89414
H: 2.99926 -2.42526 1.26232
H: -6.01075 -2.30400 1.83835
H: -2.73442 -3.69046 2.64148
H: -5.62456 -3.96363 2.31224
H: -3.33945 -0.04420 -1.08299
H: -1.17103 4.13901 -5.07469
H: 3.39370 1.80056 -5.31192
H: -1.95407 -4.02417 -2.34078
H: 0.00345 -2.32824 -2.81348
H: -3.79102 -5.07056 -1.15253
H: 2.16351 0.34426 4.90414
H: -0.94296 -2.74241 4.05021
H: 1.28336 -3.21586 -0.60933
H: 5.71691 0.96936 -0.38830
H: 3.84971 0.00444 -1.27849
H: -0.87917 -1.04026 4.56454
H: 1.33350 -2.96481 3.73435
H: -0.27043 -1.07568 0.22904
H: 2.29548 -1.63111 -2.14574
H: 5.35020 3.28902 -0.24349
H: 3.40292 1.53243 3.11383
H: -1.47516 4.85878 -2.83530
H: 0.14142 1.22747 0.93361
H: 4.22953 3.07270 1.12596
H: -0.63883 -1.47444 2.87765
H: -2.40560 2.40932 5.11463
H: 2.55599 3.51804 -0.43834
H: -2.35128 3.55735 2.65460
H: 2.98740 -2.91274 -3.13739
H: -3.65433 4.41128 -1.70948
H: -0.07680 1.81782 -0.69063
H: 0.91070 -2.52057 -4.33814
H: -2.46367 4.20159 5.02095

Cartesian forces (eV/Å) of the 2 atoms listed first:
O 0.0 -0.1 -0.2
O 0.1 -0.1 0.0

Mulliken population analysis, charges in e, atoms 1 to 4: atom 1 (O): -0.4711, atom 2 (O): -0.4545, atom 3 (O): -0.4357, atom 4 (O): 0.1140

Record 3
Entry from the Open Molecules 2025 dataset: 4 unconnected molecules or ions with the total composition C36H80FNO7 (ωB97M-V with the def2-TZVPD basis set).

Values from the calculation:
orbital gap: 9.87 eV
strongest force on any atom: 1.48 eV/Å

Element x y z (Å)
F: -1.13685 0.43743 1.14406
O: -2.66441 -2.85357 -4.02223
O: -1.79198 8.05973 -4.28709
O: 0.01622 -0.43630 3.20714
O: 4.54433 -0.52555 1.76455
O: 0.69524 3.11142 -4.85087
O: -0.35712 -8.13097 4.03747
O: -2.08232 -0.47100 4.28253
N: 2.18371 -0.89382 5.50416
C: -0.71550 3.03774 -4.74022
C: -1.53442 -8.28523 4.80635
C: -2.03861 -1.88962 4.19063
C: -3.24368 0.51730 2.11737
C: -1.11841 0.27959 3.57803
C: 1.20341 4.14588 -5.67488
C: 2.76574 2.64325 -0.68433
C: -1.07391 -9.53531 2.14555
C: -0.71769 -3.94820 4.94152
C: 3.85756 1.17135 -2.45221
C: 3.05749 -0.02121 -1.88662
C: 3.77406 -0.25625 2.94785
C: 1.60578 -0.06387 -2.41850
C: 0.55323 -2.38044 -2.39414
C: -0.97195 -2.18646 -2.38691
C: 1.35899 1.64149 2.83206
C: -1.16539 -2.52753 5.26891
C: 1.47542 1.74437 1.29276
C: -1.75115 -3.34159 -3.04502
C: -3.36905 9.95111 -4.28296
C: -2.05580 -2.80616 -5.29827
C: -1.50076 -9.47024 5.75695
C: 1.27935 0.21976 3.42766
C: 1.59905 0.32533 4.93613
C: 2.77532 2.37774 0.84464
C: 2.31161 -0.68657 2.76880
C: -2.25060 7.37657 -1.96594
C: -1.39262 8.17416 -2.93338
C: 4.06120 2.25850 -1.40125
C: -3.10645 8.48722 -4.59391
C: 1.27950 -1.31549 -3.25018
C: 0.13723 -4.07147 3.67429
C: 0.80637 5.54005 -5.22316
C: -1.42311 2.80878 -6.06506
C: -0.01640 -9.21100 3.18693
C: -1.79209 0.88212 2.27379
H: 0.22944 -10.09957 3.77921
H: -2.49839 2.71964 -5.90637
H: -3.84302 7.84767 -4.09449
H: 1.12614 -3.69974 3.91935
H: 2.15883 -1.73707 -3.72333
H: -2.66214 10.58665 -4.81811
H: -0.64940 -9.39050 6.43438
H: 2.28880 4.04720 -5.63465
H: -3.82551 0.81739 2.97648
H: -3.38038 -0.53909 1.91778
H: 4.82862 1.94029 -0.70471
H: -2.41394 -8.33652 4.15423
H: 0.59754 -1.03162 -4.04698
H: -2.25251 6.32037 -2.24059
H: 1.37228 0.80790 -3.02008
H: -3.05147 -2.21117 4.41417
H: 0.26168 -5.12802 3.46159
H: 2.22917 -1.68508 3.16844
H: -1.81025 -2.60451 6.14232
H: -3.28643 7.71811 -1.95763
H: 1.13605 5.71462 -4.19716
H: -0.91764 2.19537 -4.07697
H: -2.32881 -3.89441 -2.31211
H: -3.65655 1.05879 1.27118
H: -3.26907 10.16810 -3.21868
H: -4.38149 10.22310 -4.58319
H: 4.44353 3.15066 -1.89109
H: 2.52798 3.69179 -0.82973
H: -1.10700 3.93084 -4.24006
H: -1.06095 1.89376 -6.53654
H: -2.01375 -9.85208 2.59936
H: -1.81271 -3.81319 -5.63577
H: 1.27894 0.81194 0.77896
H: -0.72800 -10.34186 1.49833
H: 0.53891 2.27335 3.15602
H: 2.11234 -0.78012 1.70558
H: 1.91399 2.09966 -1.07823
H: 1.74093 -1.72996 5.14784
H: 0.91402 3.97935 -6.71876
H: 0.93940 -0.07130 -1.55885
H: 3.53669 -0.93185 -2.23503
H: -1.32758 -2.01522 -1.37647
H: 1.26327 6.29150 -5.86793
H: -1.04056 -4.03561 -3.48813
H: -0.88787 1.12844 4.21137
H: 0.84571 -3.35640 -2.77166
H: 3.90112 0.80044 3.13962
H: 2.93360 3.32706 1.34868
H: 3.39148 1.59026 -3.33728
H: 4.20959 -0.84492 3.74589
H: -1.35019 9.22805 -2.63608
H: -1.41245 -10.41885 5.22580
H: -2.41682 -9.50457 6.34751
H: -0.36029 -1.86807 5.56265
H: 3.64017 1.75691 1.06161
H: -1.75327 1.96992 2.32898
H: -2.74323 -2.36811 -6.01098
H: -1.82242 -2.25651 3.19143
H: -1.61084 -4.56178 4.82897
H: 4.15164 -1.27954 1.29996
H: 3.09118 -0.03383 -0.80102
H: 2.10185 -0.91488 6.51229
H: 0.70501 0.59835 5.50548
H: 0.69811 2.43113 0.96418
H: -0.30051 -3.55804 2.83143
H: -0.17010 -4.36309 5.78143
H: -0.36903 7.79981 -2.89836
H: -1.86018 7.47170 -0.95216
H: -1.21057 -1.29587 -2.95816
H: -1.25741 3.62911 -6.76455
H: 2.31373 1.12272 5.09899
H: -1.63178 -7.36508 5.38401
H: -3.22570 8.32101 -5.66483
H: 4.84098 0.79825 -2.73395
H: -1.28260 -8.65942 1.52942
H: -1.16545 -2.17534 -5.27533
H: 2.23978 2.10463 3.25256
H: -0.27330 5.69101 -5.25121
H: 0.94595 -2.27858 -1.38766
H: 0.90252 -8.90856 2.68441

Cartesian forces (eV/Å) of the 2 atoms listed first:
F 0.2 0.1 -0.3
O 0.0 -0.4 -0.2

Mulliken population analysis, charges in e, atoms 1 to 4: atom 1 (F): -0.2050, atom 2 (O): -0.4288, atom 3 (O): -0.3792, atom 4 (O): -0.3812

Question: Which formula does entry 1 have?
Answer: C36H77B2FN2O14

Question: The highest orbital gap belongs to which entry?
Answer: C36H80FNO7

Question: Which value of strongest force on any atom does entry 1 give?
Answer: 1.31 eV/Å

Question: Look up the strongest force on any atom of the first one.
Answer: 1.31 eV/Å